67
Properties=species:S:1:pos:R:3:mulliken_charge:R:1 method="wB97M-V/def2-TZVPD" charge=-2 spin_multiplicity=2 relative_energy_kj_mol=350.9 orbital_gap_ev="5.652 / 4.706"
Ba 1.33509 -1.03996 0.19546 1.1131
Br 3.44557 0.20562 2.32994 -0.3087
Br 1.39998 -3.22430 2.45583 -0.8515
S -0.59594 -2.30047 -1.36172 -0.5195
S 2.36425 -0.91651 -2.39514 -0.3830
S 1.00575 3.07283 -4.38618 1.3204
P 0.66092 -1.77123 -2.81389 0.6307
O 1.50445 1.86521 -5.03797 -0.6179
O 2.02437 4.08529 -4.13066 -0.7473
O -0.22304 3.59557 -4.96991 -0.7396
O -0.31791 -1.14356 -3.94110 -0.2881
O 1.00490 -3.22692 -3.46711 -0.3091
N -0.49963 0.59393 0.89174 0.0722
C -2.35892 0.70284 3.45699 0.7697
C -1.69947 2.02564 3.46913 -0.0393
C -2.31919 3.30811 3.00206 -1.4166
C 0.52439 2.47974 -2.77228 -0.0726
C 2.25128 -3.57013 -4.07528 -0.4421
C -0.71156 1.86716 -2.62447 -0.7424
C 0.92980 -0.15486 4.89272 -1.4501
C -0.25832 0.45624 4.25049 0.8855
C -1.69572 -1.48393 -4.07636 -0.1704
C -0.42965 1.85624 3.94683 0.9463
C -2.13839 -0.95682 -5.42422 -1.3358
C -0.13522 1.24339 -0.36618 -0.6119
C -1.69144 -1.71456 4.01007 -1.4705
C 0.64373 2.88955 4.09604 -1.6990
C 1.43086 2.48005 -1.72693 -0.6321
C -3.72446 0.42475 2.91879 -1.5300
C 1.11344 1.87339 -0.50917 0.8457
C 4.64138 -1.50164 1.75119 -0.4553
C -1.47509 -0.23378 3.92381 0.3279
C 2.95793 -4.60396 -3.22234 -0.9620
C -1.01880 1.21662 -1.44253 -0.6367
H -1.60768 -1.46848 -6.22741 0.3028
H -1.67590 -2.18238 3.02309 0.1655
H 1.80387 0.48938 4.82200 0.4384
H -3.69750 0.24374 1.83748 0.1637
H -4.41239 1.25604 3.08547 0.4179
H -0.89361 -2.19696 4.57177 0.4163
H -1.85344 3.67300 2.08110 0.2447
H -3.21181 -1.11530 -5.55025 0.3946
H 1.81106 1.90449 0.33486 0.5625
H 3.14365 -4.20145 -2.22658 0.1754
H 1.52041 2.62633 3.49797 0.2432
H -2.24914 -1.01857 -3.25938 0.2019
H 0.29368 3.87047 3.77182 0.4486
H -1.42471 1.92512 -3.43588 0.4416
H 2.01682 -3.96421 -5.06706 0.2583
H 4.22853 -2.13561 2.54863 0.1882
H 2.87369 -2.68476 -4.19768 0.3873
H 2.34584 -5.50109 -3.12226 0.2872
H -2.00195 0.78808 -1.27598 0.3618
H 0.97978 2.97757 5.13311 0.3278
H -1.81708 -2.56510 -3.99362 0.4964
H -1.20899 -0.12132 0.67168 0.2916
H 0.72062 -0.35270 5.95196 0.2805
H -2.21293 4.09981 3.74754 0.3720
H -0.87586 1.30073 1.51153 -0.5898
H 4.05715 -1.87890 0.87208 -0.2153
H -3.38324 3.18816 2.79748 0.3605
H -1.91923 0.10833 -5.49948 0.2639
H -2.64673 -1.95440 4.48709 0.4018
H -4.14955 -0.46734 3.38065 0.3874
H 3.91569 -4.87507 -3.67221 0.3642
H 2.40025 2.93892 -1.86342 0.4984
H 1.18538 -1.10610 4.41632 0.1806

---

14
Properties=species:S:1:pos:R:3:mulliken_charge:R:1 method="wB97M-V/def2-TZVPD" smiles="C#CC(=C)C.C#N" charge=0 relative_energy_kj_mol=599.3 orbital_gap_ev=8.930
N 2.74926 1.12994 -0.11078 -0.3537
C -0.82628 -0.05643 -0.37743 1.0830
C -0.08454 1.07744 -0.34835 -1.0938
C -2.17376 0.00640 0.13473 -1.1540
C -0.02619 -1.17099 -0.43247 -0.5673
C 2.38272 0.34761 0.65518 -0.1100
C 0.94519 -1.91674 -0.60489 -0.3072
H -2.55568 -1.02132 0.03176 0.3347
H 2.80136 -0.13857 1.36147 0.4853
H 1.60452 -2.46287 0.08262 0.2901
H -0.51963 2.01080 -0.02240 0.3010
H -2.46382 0.34801 1.20775 0.2681
H -2.66808 0.60246 -0.63615 0.3453
H 0.83493 1.24426 -0.94104 0.4785